97
Properties=species:S:1:pos:R:3:forces:R:3:lowdin_charge:R:1 method="wB97M-V/def2-TZVPD" total_energy_ev=-106487.2196 total_charge=-1 orbital_gap_ev=6.96 e_homo_ev=-4.537 lumo_ev=2.421
Bi -1.5367 1.2859 0.6033 -0.2 0.4 1.7 1.67
O -1.2710 2.5795 2.8056 -0.6 0.4 -0.7 -0.31
N -2.3073 3.1980 3.3677 0.6 -0.1 0.5 -0.23
C -2.1231 3.4639 4.6808 -0.3 -0.1 0.5 -0.05
C -3.1184 3.9720 5.4461 -1.0 0.9 0.5 -0.07
C -4.3843 4.3427 4.8896 1.0 -0.2 1.7 -0.08
C -4.5193 4.0409 3.6030 -0.3 -0.6 -2.4 -0.12
C -3.5038 3.4677 2.7913 0.6 -0.6 -0.4 -0.68
S -3.8095 3.0141 1.1649 0.1 0.2 -0.2 0.55
H -1.1640 3.1784 5.1064 -0.2 0.0 -0.4 0.13
H -2.9377 4.0864 6.4958 0.1 0.2 0.4 0.09
H -5.2135 4.7772 5.4678 0.6 -0.3 -0.2 0.11
H -5.4341 4.0781 3.0456 -0.5 0.5 0.1 0.09
O 2.3842 -0.1509 2.8288 0.8 -0.5 0.0 0.02
C 1.2018 0.0970 2.6855 -0.1 1.8 -1.0 -0.77
O 0.6840 0.6757 1.6475 -0.4 -0.8 0.2 -0.24
C 0.3000 -0.1142 3.8806 -0.6 -1.4 0.1 -0.18
P -1.1398 -1.1360 3.2709 0.9 0.7 -0.5 1.16
C -0.3455 -2.3600 2.1615 0.9 -0.4 1.2 -0.31
C 0.8782 -3.0146 2.5373 -0.3 1.2 -0.9 -0.07
C 1.5783 -3.8227 1.6595 -2.4 1.1 -0.2 -0.05
C 0.9409 -4.1387 0.4288 0.4 0.7 2.5 -0.11
C -0.2430 -3.5378 0.0982 -1.2 0.2 -0.7 -0.07
C -0.9034 -2.6078 0.9437 0.3 -0.3 -0.5 -0.07
C -1.8155 -2.0587 4.6286 0.5 -1.6 -1.1 -0.34
C -1.9291 -3.4553 4.5883 -0.5 -1.2 1.0 -0.05
C -2.7021 -4.1708 5.5466 0.2 1.7 0.0 -0.06
C -3.3994 -3.4091 6.4969 0.3 -2.5 0.3 -0.09
C -3.1452 -2.0692 6.5007 -3.0 2.1 3.0 -0.13
C -2.4429 -1.3543 5.6123 1.1 0.3 -1.0 -0.11
H -0.0907 0.8557 4.1566 -0.1 0.2 0.3 0.07
H 0.8833 -0.6464 4.6694 -0.7 0.6 -0.4 0.11
H 1.3798 -2.6562 3.4034 0.2 0.0 0.8 0.09
H 2.5758 -4.0748 1.9032 0.8 -0.7 0.1 0.09
H 1.4500 -4.9061 -0.0592 0.3 -0.9 -1.7 0.08
H -0.7140 -3.7492 -0.8619 0.2 0.0 0.1 0.11
H -1.7890 -2.0233 0.6824 0.3 -0.7 -0.4 0.09
H -1.4033 -4.0516 3.8579 0.1 0.2 -0.3 0.09
H -2.7540 -5.2460 5.6468 0.1 -0.1 -0.6 0.09
H -4.0324 -3.9836 7.2589 0.9 1.4 -1.1 0.13
H -3.6728 -1.3878 7.1933 0.1 -0.9 0.2 0.12
H -2.3531 -0.2793 5.6091 -0.3 0.2 0.3 0.12
O 3.2177 2.0351 -4.9886 0.7 0.0 -0.2 -0.34
P 3.0785 1.8210 -3.5278 -1.9 -0.1 -0.1 0.76
C 4.4786 2.1964 -2.4614 0.5 -0.5 0.1 -0.27
C 4.3832 1.8750 -1.1065 -2.1 -0.2 0.6 -0.10
C 5.4435 1.9422 -0.2531 0.7 -0.2 0.0 -0.06
C 6.6830 2.2822 -0.7896 -2.3 0.2 -1.4 -0.08
C 6.8240 2.6722 -2.1119 -1.3 -0.7 -0.1 -0.07
C 5.7127 2.5965 -2.9678 -0.2 0.4 -0.2 -0.06
C 2.5728 0.1039 -3.1298 1.8 -1.1 -1.2 -0.25
C 2.1472 -0.2074 -1.8535 -0.2 -0.2 0.9 -0.12
C 2.0877 -1.4953 -1.3415 -0.5 -1.3 -1.5 -0.01
C 2.3559 -2.5552 -2.2689 -0.7 1.0 2.6 -0.06
C 2.7403 -2.2658 -3.5475 0.7 -0.2 -1.0 -0.12
C 2.9348 -0.9819 -4.0177 -1.5 2.1 0.7 -0.06
C 1.6533 2.7771 -2.8933 0.0 0.7 -0.1 -0.26
C 1.7107 3.6742 -1.8091 -0.1 -0.8 -0.6 -0.06
C 0.5520 4.3337 -1.3704 0.8 -1.5 -2.2 -0.07
C -0.6058 4.1418 -2.1146 -1.0 0.3 0.1 -0.10
C -0.6540 3.3791 -3.2833 1.4 -0.7 0.2 -0.06
C 0.4939 2.6755 -3.6843 0.1 1.1 1.8 -0.09
H 3.4100 1.5694 -0.6509 1.0 0.3 -0.6 0.11
H 5.3045 1.6423 0.7859 0.2 0.2 -0.3 0.12
H 7.4924 2.1858 -0.1974 2.8 0.0 1.9 0.06
H 7.7867 2.9111 -2.4885 0.7 0.3 -0.3 0.09
H 5.7478 2.8709 -4.0283 0.3 -0.2 0.4 0.11
H 1.8006 0.5638 -1.1939 -0.1 0.5 0.2 0.09
H 1.6693 -1.6924 -0.3389 0.5 0.2 -0.7 0.10
H 2.1832 -3.5752 -1.9178 0.3 0.2 -0.3 0.09
H 2.9615 -3.0736 -4.2174 -0.1 -0.4 -0.3 0.10
H 3.0631 -0.7545 -5.0905 0.5 -0.2 0.8 0.11
H 2.7093 3.7689 -1.3906 -0.4 0.4 0.5 0.09
H 0.5821 4.9837 -0.5627 -0.1 1.0 1.5 0.08
H -1.5436 4.5899 -1.7631 0.4 -0.1 -0.1 0.11
H -1.5549 3.2342 -3.8431 -0.5 0.2 -0.1 0.10
H 0.5429 2.0442 -4.5316 -0.3 -0.4 -0.9 0.08
F -3.4118 0.7466 3.3505 0.5 -0.5 0.0 0.07
B -2.7649 -0.0093 2.4011 1.0 0.1 -1.0 -1.01
F -3.5490 -0.9776 1.8389 -0.4 -0.3 0.0 0.06
O -1.4974 -0.4436 -0.9365 0.5 -0.4 1.4 -0.25
C -2.3380 -0.1893 -1.8399 0.2 0.3 -1.4 -0.70
O -3.2108 0.6747 -1.7958 -0.3 0.0 0.4 0.00
C -1.9568 -0.8976 -3.1189 0.4 0.1 0.3 -0.14
C -0.8289 -0.3776 -3.7295 0.7 0.4 0.2 -0.01
C -0.3491 -0.9373 -4.9470 0.7 2.6 0.4 0.02
C -1.0175 -2.0223 -5.3494 0.1 -1.4 -0.9 -0.22
O -0.7160 -2.7210 -6.5218 0.2 1.0 1.2 0.02
C -1.8121 -3.5355 -6.6882 0.3 -2.1 -1.1 -0.19
O -2.6444 -3.5519 -5.5301 0.0 -1.2 -0.5 0.05
C -2.1053 -2.6376 -4.7148 0.6 2.6 0.5 -0.22
C -2.6136 -2.0278 -3.5856 -1.0 -0.9 0.0 0.06
H -0.2991 0.4300 -3.1575 -0.6 -0.8 -1.1 0.11
H 0.3703 -0.3895 -5.6426 -0.7 -1.1 1.3 0.15
H -1.4127 -4.5453 -6.9243 -0.6 0.2 0.3 0.14
H -2.3495 -3.1755 -7.5350 -1.0 0.2 -0.7 0.12
H -3.5163 -2.3901 -3.0676 0.5 0.1 -0.4 0.14

90
Properties=species:S:1:pos:R:3:forces:R:3:lowdin_charge:R:1 method="wB97M-V/def2-TZVPD" total_energy_ev=-73771.9717 total_charge=-1 orbital_gap_ev=6.60 e_homo_ev=-4.892 lumo_ev=1.707
Cs -0.2360 0.8051 -1.3905 1.6 0.2 2.3 1.08
C 3.2302 0.4461 -5.1605 0.1 0.0 0.0 -0.05
C 3.3894 -0.6698 -4.1690 0.1 0.0 0.0 -0.21
C 4.6261 -1.2819 -3.9865 0.0 0.0 0.0 -0.07
C 4.7976 -2.3141 -3.0740 -0.1 0.1 0.0 -0.12
C 3.7063 -2.7330 -2.3268 0.0 0.1 0.0 -0.09
C 2.4601 -2.1319 -2.4764 0.0 -0.1 0.1 -0.21
C 1.2906 -2.6011 -1.6471 0.1 0.0 -0.1 -0.06
C 2.2887 -1.0934 -3.4068 -0.3 0.1 0.0 -0.22
N 1.0418 -0.4408 -3.4891 0.3 -0.4 -0.6 -0.09
C 0.3794 -0.5467 -4.6341 -0.2 0.2 0.0 -0.53
O 0.6792 -1.1977 -5.6515 0.1 0.0 0.1 -0.03
C -0.9458 0.2456 -4.7175 0.0 0.1 0.3 -0.19
C -1.5891 0.2662 -5.9467 -0.1 0.0 0.0 -0.02
C -2.7868 0.9498 -6.0647 0.0 0.0 0.0 -0.06
C -3.3075 1.6010 -4.9609 0.0 0.0 -0.1 -0.02
C -2.6116 1.5468 -3.7604 0.2 -0.1 0.2 -0.19
N -1.4492 0.8776 -3.6379 -1.1 0.0 -2.0 -0.10
C -3.2427 2.2950 -2.5664 0.1 -0.1 0.0 -0.53
O -4.1232 3.1225 -2.8610 0.0 0.0 0.0 -0.02
N -2.7941 1.9713 -1.3549 -0.5 0.2 -0.1 -0.05
C -3.4716 2.5526 -0.2649 0.2 -0.1 -0.3 -0.23
C -4.8013 2.2095 0.0307 -0.1 0.0 0.1 -0.21
C -5.5450 1.2521 -0.8546 0.0 0.0 0.0 -0.05
C -5.4175 2.7576 1.1514 0.0 0.0 0.0 -0.07
C -4.7552 3.6555 1.9780 0.0 -0.1 -0.1 -0.11
C -3.4411 3.9895 1.6826 0.0 -0.1 0.0 -0.09
C -2.7873 3.4352 0.5865 0.0 0.1 0.0 -0.22
C -1.3587 3.8084 0.2848 -0.1 0.1 0.0 -0.07
H 4.2055 0.8234 -5.4744 0.0 0.0 0.0 0.07
H 2.6580 1.2678 -4.7233 0.0 0.0 0.0 0.08
H 2.6734 0.1066 -6.0368 0.0 0.0 0.0 0.08
H 5.4689 -0.9366 -4.5774 0.0 0.0 0.0 0.10
H 5.7667 -2.7813 -2.9454 0.0 0.0 0.0 0.09
H 3.8154 -3.5424 -1.6111 0.0 0.0 0.0 0.10
H 1.5263 -3.5423 -1.1458 0.0 0.0 0.0 0.07
H 0.3984 -2.7388 -2.2597 0.0 0.0 0.0 0.08
H 1.0383 -1.8736 -0.8704 0.0 0.0 0.1 0.01
H -1.1270 -0.2706 -6.7616 0.0 0.0 0.0 0.11
H -3.3118 0.9755 -7.0131 0.0 0.0 0.0 0.10
H -4.2255 2.1692 -4.9866 0.0 0.0 0.0 0.11
H -4.9178 0.3939 -1.1092 0.0 0.0 0.0 0.07
H -5.8171 1.7332 -1.7971 0.0 0.0 0.0 0.08
H -6.4480 0.8922 -0.3584 0.0 0.0 0.0 0.07
H -6.4426 2.4757 1.3710 0.0 0.0 0.0 0.10
H -5.2546 4.0849 2.8381 0.0 0.0 0.0 0.09
H -2.9041 4.6946 2.3094 0.0 0.0 0.0 0.10
H -0.9742 4.5127 1.0239 0.0 0.0 0.0 0.07
H -1.2757 4.2548 -0.7093 0.0 0.0 0.0 0.09
H -0.7149 2.9287 0.2947 0.0 0.1 0.1 -0.02
I -2.1075 -1.4152 0.7157 -0.3 0.2 0.0 0.99
C -1.3956 -2.9089 1.9929 0.3 0.1 0.2 -0.60
C -2.1742 -4.0286 1.9135 0.0 -0.3 0.2 -0.19
C -1.9749 -5.1368 2.7650 -0.2 0.1 -0.2 -0.08
C -1.0078 -5.0718 3.7081 0.2 0.1 0.1 -0.05
C -0.1717 -3.9309 3.8154 0.1 0.0 0.0 -0.16
C 0.8084 -3.9376 4.8380 -0.1 -0.1 0.0 -0.04
C 1.6568 -2.8938 5.0007 0.1 0.2 0.0 -0.06
C 1.5802 -1.8159 4.1007 0.2 0.0 0.2 -0.10
C 0.6705 -1.7526 3.0816 -0.3 -0.1 -0.3 -0.29
P 0.8611 -0.3090 1.9284 -0.2 0.1 0.0 0.98
C 0.5340 1.0807 3.0895 0.1 -0.1 0.1 -0.36
C 1.4587 1.5863 4.0063 0.0 0.0 0.0 -0.11
C 1.0972 2.5828 4.9007 -0.1 0.0 -0.1 -0.09
C -0.2034 3.0788 4.9032 0.1 0.0 0.0 -0.09
C -1.1283 2.5895 3.9942 0.1 0.0 0.0 -0.07
C -0.7561 1.6059 3.0843 -0.1 0.1 0.0 -0.10
C 2.6624 -0.2594 1.6363 0.0 -0.1 -0.1 -0.39
C 3.2857 0.9528 1.3371 0.0 0.0 0.0 -0.10
C 4.5766 0.9794 0.8242 -0.1 0.0 0.0 -0.08
C 5.2595 -0.2046 0.5881 0.0 0.0 0.0 -0.08
C 4.6470 -1.4171 0.8750 0.0 0.1 0.0 -0.08
C 3.3606 -1.4435 1.3919 0.0 0.0 0.0 -0.10
C -0.2996 -2.8148 2.9308 -0.1 0.0 -0.1 -0.16
H -2.9824 -4.0571 1.1964 0.0 0.0 0.0 0.07
H -2.6107 -6.0082 2.6747 0.0 0.0 0.0 0.10
H -0.8478 -5.8887 4.4022 0.0 0.0 0.0 0.11
H 0.8563 -4.8006 5.4923 0.0 0.0 0.0 0.11
H 2.3982 -2.8910 5.7897 0.0 0.0 0.0 0.11
H 2.3006 -1.0121 4.2075 -0.1 -0.1 0.0 0.10
H 2.4745 1.2070 4.0223 0.0 0.0 0.0 0.10
H 1.8307 2.9693 5.5983 0.0 0.0 0.0 0.10
H -0.4902 3.8497 5.6083 0.0 0.0 0.0 0.10
H -2.1391 2.9738 3.9675 0.0 0.0 0.0 0.10
H -1.4860 1.2549 2.3615 0.0 0.0 0.0 0.07
H 2.7554 1.8858 1.4850 0.0 0.0 0.0 0.10
H 5.0379 1.9300 0.5879 0.0 0.0 0.0 0.10
H 6.2540 -0.1853 0.1613 0.0 0.0 0.0 0.10
H 5.1596 -2.3482 0.6704 0.0 0.0 0.0 0.10
H 2.8861 -2.3993 1.5838 0.0 0.0 0.0 0.11